# 1
C4H9N2 | the ωB97M-V functional and the def2-TZVPD basis

Geometry as ORCA input:
```
! RIJCOSX wB97M-V def2-TZVPD def2/J DEFGRID3
* xyz 1 1
C -1.63 0.60 -0.03
C 0.09 0.23 0.96
C 1.42 0.72 0.60
C -0.53 -1.55 -0.92
N -0.72 -0.33 -0.20
N -0.95 1.19 0.91
H -2.55 0.77 -0.60
H -0.07 -0.45 1.82
H 1.52 0.54 -0.44
H 2.21 0.26 1.11
H 1.47 1.82 0.72
H 0.47 -1.52 -1.53
H -0.23 -2.36 -0.26
H -1.26 -1.80 -1.73
H -1.12 1.87 1.68
*
```

Max |F| (eV Å⁻¹): 6.003
E_tot (eV): -7265.7392
E_HOMO (eV): -14.64
HOMO-LUMO gap (eV): 10.991
Relative energy (zero: lowest compared OMol25 entry of this formula, charge and spin) (kcal per mole): 55.4

***

# 2
C4H9N2 | the ωB97M-V functional and the def2-TZVPD basis

Geometry as ORCA input:
```
! RIJCOSX wB97M-V def2-TZVPD def2/J DEFGRID3
* xyz 1 1
C 0.93 1.99 -0.71
C -1.02 0.09 0.97
C 0.22 -0.60 1.39
C -0.25 -1.35 -0.94
N 1.12 0.80 -0.65
N 0.05 -0.24 0.01
H 1.64 2.47 -1.36
H 0.26 2.70 -0.30
H -1.87 -0.50 0.71
H -1.33 1.20 1.04
H 0.96 0.00 1.76
H 0.27 -1.54 1.68
H 0.67 -1.76 -1.30
H -0.74 -2.25 -0.61
H -0.92 -1.01 -1.68
*
```

SMILES: C=N[N+]1(C)CC1
Max |F| (eV Å⁻¹): 5.812
E_tot (eV): -7263.3263
E_HOMO (eV): -15.60
HOMO-LUMO gap (eV): 11.982
Relative energy (zero: lowest compared OMol25 entry of this formula, charge and spin) (kcal per mole): 111.0

***

# 3
C4H9N2 | the ωB97M-V functional and the def2-TZVPD basis

Geometry as ORCA input:
```
! RIJCOSX wB97M-V def2-TZVPD def2/J DEFGRID3
* xyz 1 1
C 1.28 0.53 0.11
C -1.41 0.87 -0.19
C -0.21 0.29 -0.01
C -2.55 -0.06 -0.02
N 1.98 1.46 0.43
N 2.03 -0.96 -0.14
H -1.54 1.90 -0.24
H -0.36 -0.84 0.09
H -3.16 -0.05 -0.86
H -3.18 0.41 0.87
H -2.26 -1.12 0.24
H 2.97 1.61 0.45
H 2.84 -1.20 0.51
H 2.42 -1.15 -1.09
H 1.17 -1.68 -0.16
*
```

SMILES: [H]/N=C([NH3+])/C=C/C
Max |F| (eV Å⁻¹): 3.330
E_tot (eV): -7264.8275
E_HOMO (eV): -14.16
HOMO-LUMO gap (eV): 10.002
Relative energy (zero: lowest compared OMol25 entry of this formula, charge and spin) (kcal per mole): 76.4

***

# 4
C4H9N2 | the ωB97M-V functional and the def2-TZVPD basis

Geometry as ORCA input:
```
! RIJCOSX wB97M-V def2-TZVPD def2/J DEFGRID3
* xyz 1 1
C -1.28 -0.02 -0.10
C -1.57 -1.17 -0.89
C -1.87 1.17 0.43
C 2.22 -0.76 0.19
N -0.26 -0.76 -0.16
N 2.80 0.38 0.33
H -2.22 -1.81 -0.44
H -1.57 -1.19 -2.07
H -2.51 0.80 1.27
H -2.68 1.57 -0.27
H -1.21 1.90 0.79
H 2.53 -1.49 -0.56
H 1.38 -1.15 0.93
H 3.58 0.59 -0.21
H 2.39 1.09 0.91
*
```

Max |F| (eV Å⁻¹): 3.637
E_tot (eV): -7264.0589
E_HOMO (eV): -13.76
HOMO-LUMO gap (eV): 9.027
Relative energy (zero: lowest compared OMol25 entry of this formula, charge and spin) (kcal per mole): 94.2

***

# 5
C4H9N2 | the ωB97M-V functional and the def2-TZVPD basis

Geometry as ORCA input:
```
! RIJCOSX wB97M-V def2-TZVPD def2/J DEFGRID3
* xyz 1 1
C -3.02 0.12 0.17
C 1.68 -1.15 0.19
C 1.48 0.18 -0.50
C 0.70 1.19 0.11
N -2.04 -0.80 -0.38
N -1.61 0.27 -0.02
H -3.68 0.63 -0.52
H -3.38 -0.06 1.17
H 2.66 -1.58 -0.05
H 1.60 -1.07 1.27
H 0.93 -1.85 -0.17
H 1.35 0.09 -1.58
H 2.44 0.77 -0.41
H 0.50 1.19 1.18
H 0.39 2.06 -0.44
*
```

Max |F| (eV Å⁻¹): 1.516
E_tot (eV): -7262.6971
E_HOMO (eV): -14.99
HOMO-LUMO gap (eV): 8.697
Relative energy (zero: lowest compared OMol25 entry of this formula, charge and spin) (kcal per mole): 125.6

***

# 6
C4H9N2 | the ωB97M-V functional and the def2-TZVPD basis

Geometry as ORCA input:
```
! RIJCOSX wB97M-V def2-TZVPD def2/J DEFGRID3
* xyz 1 1
C 2.46 0.55 -0.30
C 0.44 1.10 -0.21
C -1.70 0.52 0.38
C -0.33 -1.31 -0.48
N 2.67 -0.05 0.72
N -0.42 0.14 -0.11
H 2.88 0.91 -1.26
H 0.07 2.00 0.26
H -1.87 1.59 0.35
H -1.83 0.12 1.50
H -2.40 0.05 -0.31
H 0.21 -1.77 0.43
H 0.39 -1.43 -1.44
H -1.31 -1.74 -0.65
H 3.55 -0.45 0.93
*
```

Max |F| (eV Å⁻¹): 3.908
E_tot (eV): -7263.5514
E_HOMO (eV): -14.51
HOMO-LUMO gap (eV): 10.167
Relative energy (zero: lowest compared OMol25 entry of this formula, charge and spin) (kcal per mole): 105.9

***

# 7
C4H9N2O | the ωB97M-V functional and the def2-TZVPD basis

Geometry as ORCA input:
```
! RIJCOSX wB97M-V def2-TZVPD def2/J DEFGRID3
* xyz 1 1
C -0.15 0.71 -1.62
C 0.43 -0.43 -1.92
C -0.95 0.21 -0.14
C 1.10 0.03 1.39
N -0.74 -1.13 -0.17
N -0.26 0.66 1.23
O 0.29 -1.46 -1.04
H -0.49 1.73 -1.84
H 1.09 -0.61 -2.76
H -1.93 0.50 -0.05
H 0.99 -1.01 1.76
H 1.39 -0.03 0.38
H 1.71 0.57 1.98
H -1.43 -1.75 -0.39
H -0.18 1.69 1.19
H -0.85 0.33 2.03
*
```

SMILES: C[NH2+][C@H]1C=CON1
Max |F| (eV Å⁻¹): 5.371
E_tot (eV): -9311.1023
E_HOMO (eV): -13.82
HOMO-LUMO gap (eV): 10.514
Relative energy (zero: lowest compared OMol25 entry of this formula, charge and spin) (kcal per mole): 113.3

***

# 8
C4H9N2O | the ωB97M-V functional and the def2-TZVPD basis

Geometry as ORCA input:
```
! RIJCOSX wB97M-V def2-TZVPD def2/J DEFGRID3
* xyz 1 1
C 2.25 -0.88 -0.75
C 1.45 0.17 -0.54
C -1.16 -0.04 -0.20
C 0.44 0.35 0.56
N -1.62 -1.18 0.08
N -1.66 1.01 -0.72
O 0.56 -0.60 1.64
H 2.95 -0.73 -1.60
H 2.51 -1.53 0.11
H 1.42 0.92 -1.37
H 0.42 1.38 0.71
H -1.06 -1.73 0.70
H -2.56 -1.37 -0.38
H -1.06 1.75 -1.12
H -2.62 1.06 -1.05
H 1.44 -0.68 2.00
*
```

SMILES: C=C[C@H](O)C(N)=[NH2+]
Max |F| (eV Å⁻¹): 7.409
E_tot (eV): -9313.4047
E_HOMO (eV): -13.99
HOMO-LUMO gap (eV): 10.786
Relative energy (zero: lowest compared OMol25 entry of this formula, charge and spin) (kcal per mole): 60.2